110
Properties=species:S:1:pos:R:3:forces:R:3:mulliken_charge:R:1 method="wB97M-V/def2-TZVPD" gap_ev=9.08 spin_multiplicity=1 max_force_ev_per_a=10.5 smiles="NC(N)=O.CC(C)O.CC(C)O.CC(C)O.CC(C)O.CC(C)O.CC(C)O.CO.CO.CO.CO.CO"
N 4.3363 -2.8543 4.8020 5.30 -0.97 2.67 -0.4199
C 3.6273 -2.2436 3.9272 0.56 5.05 -3.71 0.6084
N 2.4520 -2.7573 3.9260 -4.10 1.56 -2.85 0.1357
O 3.9896 -1.1761 3.1518 -1.33 -4.66 3.66 -0.7187
H 5.2716 -2.4969 4.7577 0.65 -0.35 0.62 0.2994
H 4.1642 -3.6787 5.4057 -0.23 1.18 -1.12 0.1863
H 1.7688 -2.2756 3.3696 -0.15 -0.23 -0.13 -0.5636
H 2.1441 -3.5222 4.4309 -0.25 -1.45 1.09 0.2356
C -1.8847 4.2116 -3.7847 -1.42 1.48 1.39 -1.7528
C -2.1278 3.1071 -2.8111 -6.66 7.52 2.96 1.6776
C -3.6737 2.8476 -2.6293 -0.36 1.92 0.30 -1.2937
O -1.5537 2.0209 -2.9359 3.22 -8.50 -3.62 -0.1621
H -0.9079 4.5716 -3.6820 1.70 0.39 -0.22 0.2678
H -2.5340 5.0785 -3.4993 0.38 -0.67 -0.18 0.3583
H -2.1253 3.9786 -4.7661 -0.28 -0.64 -2.04 0.4418
H -1.7870 3.4954 -1.8328 -0.63 0.79 0.02 -0.1341
H -3.9193 2.1478 -1.8567 0.41 -0.74 0.25 -0.0563
H -4.2490 2.6085 -3.5076 0.26 -0.58 -0.78 0.4367
H -4.2230 3.7376 -2.2834 0.47 0.25 -0.01 0.4703
H -0.9600 2.0334 -2.2437 2.84 -1.10 1.72 -0.1952
C -1.6182 -4.1593 3.3683 -1.48 -1.72 -0.02 -1.5630
C -0.5863 -3.0747 3.3108 2.84 -7.66 -2.93 1.0355
C 0.0803 -3.2518 1.9720 2.49 -0.40 -1.17 -0.9109
O -1.0547 -1.9233 3.2587 -4.12 8.37 2.98 -0.2823
H -1.8027 -4.5250 4.3734 0.09 -0.18 0.31 0.4162
H -1.3842 -5.0389 2.7171 -0.08 0.67 0.67 0.3239
H -2.5940 -3.7853 3.0363 0.21 0.11 -0.22 0.3140
H 0.1639 -3.3438 4.0636 0.06 0.56 0.50 0.0966
H 0.8616 -2.4954 1.7121 -0.45 -0.28 0.58 -0.2847
H -0.4682 -3.2875 1.0155 -0.70 -0.16 0.96 -0.0389
H 0.6058 -4.1858 2.1240 0.43 -0.44 -0.80 0.5824
H -1.5718 -1.8187 4.0929 0.13 0.83 -0.93 0.4479
C 1.0496 4.4921 -0.8376 -0.35 -1.52 0.12 -0.4762
C 1.4791 3.8476 -2.1521 5.04 6.08 1.06 0.3342
C 3.0527 3.8473 -2.1221 -0.57 -0.95 -2.46 -1.4854
O 1.1108 2.6362 -2.3484 -3.09 -4.40 -2.38 -0.4019
H 0.0620 4.0507 -0.7010 -0.16 0.43 0.82 -0.0721
H 1.0079 5.5617 -0.8270 -0.03 0.61 -0.26 0.5143
H 1.7623 4.1603 -0.0552 -0.78 0.17 -0.15 -0.1170
H 1.2781 4.5298 -2.9904 -0.62 -0.47 -0.06 0.3246
H 3.5165 3.0990 -1.5101 -0.23 -0.58 0.99 0.3005
H 3.4395 4.7843 -1.8369 0.66 1.26 0.04 0.4518
H 3.3754 3.5111 -3.1489 -0.01 0.80 0.74 0.3103
H 1.3279 2.1297 -1.5892 0.06 -0.87 1.34 -0.0197
C 2.7379 -0.6871 0.2221 1.53 -0.22 -0.29 -1.1997
C 1.7744 0.1781 -0.6055 -0.85 -7.76 -1.09 -0.0177
C 0.3774 -0.5922 -0.6949 0.07 0.62 0.55 1.4408
O 1.4773 1.2655 -0.0309 -0.82 7.48 3.41 1.2990
H 2.7310 -1.7298 -0.1873 0.14 0.73 0.45 0.3240
H 2.4378 -0.7055 1.3096 0.33 0.07 -1.23 0.0614
H 3.8354 -0.3045 0.1466 -1.84 -0.57 0.30 0.3377
H 2.0794 0.3221 -1.6099 0.89 -0.17 -1.38 0.3083
H -0.3611 -0.0156 -1.3043 0.62 -0.49 0.43 -0.8665
H -0.0517 -0.7849 0.3229 0.39 0.65 -0.58 -0.4491
H 0.4654 -1.5928 -1.0702 0.31 -0.46 -0.72 -0.0285
H 2.2361 1.8566 0.1817 -0.28 -0.35 0.32 -0.1433
C 0.8124 1.3540 5.4309 0.83 -0.66 1.59 -1.8360
C 1.2500 0.5814 4.2440 -5.96 -0.96 -1.18 0.8248
C 0.2400 0.8412 3.0894 -2.77 -0.08 -0.25 -0.8388
O 2.3208 1.0717 3.7313 6.62 2.37 -1.28 -0.6108
H -0.2312 1.1351 5.5799 -0.46 0.34 0.40 0.3686
H 1.0365 2.4111 5.2924 -0.29 0.01 0.05 0.3750
H 1.3944 0.9617 6.3028 -0.49 0.62 -0.37 0.4253
H 1.2473 -0.4879 4.4691 0.31 -0.12 0.07 -0.0518
H 0.3271 0.2526 2.1413 0.64 0.35 0.95 -0.1044
H 0.1770 1.9290 2.8097 0.59 -0.84 0.38 0.5943
H -0.8022 0.6249 3.3981 0.29 -0.03 0.01 0.4503
H 2.8965 0.3907 3.3897 0.89 -0.72 -0.28 0.2901
C -3.5735 -0.8568 -3.2923 -1.03 1.24 2.35 -1.1698
C -4.6430 -1.3165 -2.2943 3.36 6.54 3.21 0.4699
C -5.6317 -0.2127 -1.7702 0.60 1.53 -1.17 -1.2407
O -5.3159 -2.3195 -2.6487 -3.34 -6.11 -3.56 -0.5280
H -2.8932 -1.5595 -3.6409 0.85 -1.85 -0.46 0.3263
H -2.9843 -0.1286 -2.7537 0.30 0.47 0.03 0.1329
H -3.9965 -0.3561 -4.0905 -0.97 1.03 -1.93 0.6211
H -4.0627 -1.4808 -1.3895 0.48 -0.63 0.51 0.1473
H -6.5029 -0.5299 -1.1717 0.99 -0.42 0.43 0.3740
H -6.1688 0.2092 -2.6162 0.09 0.20 -0.56 0.3614
H -5.0615 0.6519 -1.3524 -0.69 -0.79 0.19 0.0980
H -5.4712 -2.8301 -1.8856 -0.77 -1.31 0.99 0.4404
C 1.1656 -1.0452 -4.2940 -2.38 -0.02 -2.31 -1.0044
O -0.1982 -0.8419 -3.9095 0.15 -0.06 0.19 -0.4267
H 1.6017 -1.9596 -4.0605 -0.12 -2.05 1.02 0.3638
H 1.8212 -0.3432 -3.9821 1.75 2.75 1.53 0.3896
H 1.2163 -1.0076 -5.3620 0.07 -0.02 -0.94 0.4248
H -0.6400 -0.1902 -4.4947 0.62 -0.52 0.66 0.2442
C 3.9670 3.8115 2.0310 -0.78 0.70 0.56 -1.0869
O 2.8978 2.9914 1.5532 0.04 -0.15 1.34 -0.3837
H 4.4844 3.4033 2.8520 0.18 -1.14 1.48 0.4135
H 3.6737 4.8255 2.4342 0.00 -0.80 -1.17 0.2625
H 4.7607 3.7880 1.3296 0.37 0.78 -1.31 0.3623
H 2.5464 2.4913 2.3361 0.24 0.34 -0.78 0.2799
C 1.5410 -4.7150 -1.1747 -0.03 0.00 -0.17 0.0983
O 0.6223 -5.6334 -1.7687 0.80 0.18 0.72 -0.6096
H 1.7632 -3.9004 -1.8500 0.43 0.08 -0.62 0.0939
H 2.4782 -5.1992 -0.8655 -0.48 -0.08 -0.14 0.4088
H 1.1048 -4.1731 -0.3421 -0.14 -0.28 0.64 -0.2309
H -0.0421 -5.0409 -2.1271 -0.26 0.00 -0.50 0.4229
C -2.1896 1.4041 0.3958 -0.08 0.30 2.95 0.3834
O -1.1016 2.2653 0.3661 -0.85 1.94 -1.32 -0.4552
H -2.3557 0.8740 -0.4943 -0.05 -1.08 -1.30 -0.5057
H -3.0594 2.0286 0.5818 -0.32 -0.17 0.15 0.3744
H -1.9646 0.7668 1.2968 -1.11 -0.14 -0.98 0.0401
H -0.3650 1.7700 0.6267 2.13 -0.87 0.34 -0.3783
C -1.7135 -3.1801 -1.7303 0.35 -3.49 0.45 -0.0058
O -0.6739 -3.3730 -2.7112 -1.35 0.93 0.28 -0.6511
H -1.7313 -2.2172 -1.3869 -0.20 2.69 0.59 -0.2521
H -1.3722 -3.7771 -0.8661 -0.48 0.01 -0.08 0.2876
H -2.7535 -3.5162 -1.9622 0.95 0.17 -0.54 0.2406
H -0.4882 -2.4469 -2.9379 0.30 -0.24 -0.81 0.2927